No. 1
{"formula": "C6H10O", "method": "the ωB97M-V functional and the def2-TZVPD basis", "species": ["C", "C", "C", "C", "C", "C", "O", "H", "H", "H", "H", "H", "H", "H", "H", "H", "H"], "coordinates": [[-0.40255, -0.16878, -2.65478], [-0.47705, 0.96428, -0.00126], [-1.28900, 0.04433, 0.92228], [-0.24267, -0.51135, 1.85539], [0.99693, -0.25093, 1.43416], [0.97070, 0.48326, 0.11127], [1.29035, -0.40019, -0.99802], [-0.43518, -1.27105, -2.56116], [-0.80107, 0.88748, -1.04818], [0.51213, 0.03285, -3.23241], [-0.55488, 2.00842, 0.30724], [-1.77084, -0.77131, 0.36246], [-2.08479, 0.57922, 1.44931], [-0.49401, -1.06582, 2.75625], [1.91326, -0.54572, 1.93978], [1.70420, 1.29318, 0.04659], [1.16446, -1.30788, -0.68892]], "atomic_forces_ev_per_a": [[0.4, -0.3, 0.0], [0.0, 0.1, 0.1], [0.0, 0.0, 0.1], [0.2, 0.0, 0.0], [-0.2, -0.1, 0.0], [-0.1, 0.2, 0.2], [-0.3, -0.1, -0.1], [0.1, 0.0, -0.2], [0.0, 0.2, 0.3], [0.0, -0.2, -0.1], [0.0, 0.0, 0.1], [0.0, 0.1, 0.1], [0.1, -0.1, 0.0], [0.1, 0.1, -0.1], [-0.1, 0.0, -0.1], [-0.1, -0.1, 0.0], [0.0, 0.1, -0.1]], "mulliken_charge": [-0.443, -0.572, -0.612, -0.168, -0.821, 0.183, -0.589, 0.184, 0.183, 0.203, 0.327, 0.234, 0.339, 0.414, 0.419, 0.332, 0.388], "total_charge": 0, "e_homo_ev": -8.6, "lumo_ev": 0.1, "orbital_gap_ev": 8.692, "relative_energy_kj_mol": 463.92}

No. 2
{"formula": "C3H8NP2", "method": "the ωB97M-V functional and the def2-TZVPD basis", "species": ["C", "C", "C", "P", "P", "N", "H", "H", "H", "H", "H", "H", "H", "H"], "coordinates": [[-2.21399, -0.08416, 2.53519], [-1.63551, 0.50662, 1.67008], [-0.85392, 1.14950, 0.61180], [-0.37418, -0.17933, -0.59467], [1.79288, -0.21249, -1.09311], [2.20176, -1.69336, -1.33073], [-2.59520, -0.71349, 3.30747], [-1.44724, 1.91268, 0.10814], [0.06844, 1.57183, 1.01199], [-1.16983, -0.03430, -1.74002], [-0.64789, -1.41016, 0.01788], [1.92529, 0.63203, -2.21464], [2.43535, 0.42244, -0.00925], [2.51405, -1.86782, -2.28013]], "atomic_forces_ev_per_a": [[0.4, -0.3, -0.1], [0.1, 0.2, 0.0], [-0.5, -0.6, 0.2], [-0.4, 0.9, 0.7], [1.5, -1.4, -1.1], [-0.2, 0.6, 0.2], [-0.3, 0.2, 0.0], [0.2, 0.1, -0.1], [0.0, 0.2, 0.0], [0.1, -0.3, 0.0], [0.1, 0.0, -0.2], [-0.3, 0.5, 0.4], [-0.6, 0.2, 0.1], [-0.1, -0.3, 0.0]], "mulliken_charge": [0.252, -0.684, -0.463, 0.100, 0.221, -0.589, 0.432, 0.358, 0.336, 0.213, 0.226, 0.167, 0.161, 0.270], "total_charge": 1, "e_homo_ev": -13.7, "lumo_ev": -4.3, "orbital_gap_ev": 9.401}

No. 3
{"formula": "C5H11NO2S", "method": "the ωB97M-V functional and the def2-TZVPD basis", "species": ["C", "S", "C", "C", "C", "N", "C", "O", "O", "H", "H", "H", "H", "H", "H", "H", "H", "H", "H", "H"], "coordinates": [[-2.46422, 1.34762, -0.68415], [-2.22226, -0.41219, -0.57485], [-1.25251, -0.53194, 0.92382], [0.13929, 0.03780, 0.91916], [1.01801, -0.26852, -0.29107], [1.37390, -1.65974, -0.41402], [2.27563, 0.55780, -0.24434], [2.33538, 1.66925, 0.19645], [3.36941, -0.06216, -0.73777], [-2.94192, 1.68838, 0.23403], [-3.12498, 1.52341, -1.53972], [-1.57195, 1.90631, -0.89470], [-1.85613, 0.00190, 1.66646], [-1.12978, -1.58276, 1.19415], [0.62410, -0.22916, 1.82101], [-0.02116, 1.13475, 0.90844], [0.41692, 0.01293, -1.11242], [1.25251, -2.08795, 0.53543], [0.69149, -2.07602, -1.01390], [3.08827, -0.96971, -0.89200]], "atomic_forces_ev_per_a": [[-0.6, 0.2, -0.1], [0.1, -0.8, -0.7], [-0.1, -0.4, 0.4], [-0.5, 2.3, -1.3], [-0.2, 0.0, 1.6], [-0.2, -1.0, 1.4], [1.0, 0.3, -0.2], [-0.1, 0.3, 0.0], [-0.2, 0.8, 0.3], [0.0, 0.2, -0.1], [-0.1, -0.1, 0.3], [0.6, 0.2, 0.1], [0.3, -0.4, 0.3], [-0.8, -0.1, -0.1], [0.6, -0.2, 1.1], [0.6, -0.4, 0.3], [-0.3, 0.5, -1.4], [0.3, 0.2, -1.3], [-0.3, -0.7, -0.3], [-0.1, -0.8, -0.2]], "mulliken_charge": [-0.827, -0.109, -0.734, -1.000, 0.510, -0.733, 0.155, -0.567, -0.522, 0.258, 0.337, 0.288, 0.425, 0.322, 0.582, 0.328, 0.328, 0.236, 0.295, 0.428], "total_charge": 0, "e_homo_ev": -9.0, "lumo_ev": 0.5, "orbital_gap_ev": 9.554, "relative_energy_kj_mol": 22.62, "smiles": "CSCC[C@H](N)C(=O)O"}

No. 4
{"formula": "C48H38AsN6O2PS3SeW", "method": "the ωB97M-V functional and the def2-TZVPD basis", "species": ["W", "O", "C", "O", "C", "C", "C", "C", "C", "C", "P", "C", "C", "C", "C", "C", "C", "C", "C", "C", "C", "C", "C", "H", "H", "H", "H", "H", "H", "H", "H", "H", "H", "H", "H", "H", "H", "Se", "N", "C", "C", "C", "C", "C", "N", "C", "C", "N", "C", "C", "C", "C", "C", "N", "H", "H", "H", "H", "H", "H", "C", "As", "C", "C", "C", "C", "C", "C", "C", "C", "H", "H", "H", "H", "H", "H", "H", "H", "H", "H", "H", "H", "H", "S", "C", "S", "C", "N", "N", "C", "C", "C", "C", "C", "C", "S", "H", "H", "H", "H", "H"], "coordinates": [[-0.79275, -0.59837, 0.57707], [-2.56199, 0.42515, 1.44895], [-1.94157, 1.54029, 1.46528], [-0.68040, 1.49968, 1.54072], [-2.62882, 2.70750, 0.87454], [-3.20042, 3.81628, 1.46190], [-3.81711, 4.75233, 0.64077], [-3.85251, 4.57199, -0.73571], [-3.26245, 3.45777, -1.32013], [-2.64334, 2.51694, -0.51285], [-1.78464, 1.05798, -1.23797], [-0.46918, 1.85613, -2.19559], [0.75409, 2.03451, -1.54762], [1.78635, 2.72514, -2.16708], [1.61303, 3.22105, -3.44998], [0.39644, 3.05601, -4.09974], [-0.64705, 2.39421, -3.47173], [-3.03983, 0.34809, -2.33112], [-4.29070, 0.09621, -1.76061], [-5.29239, -0.49119, -2.51895], [-5.05109, -0.83356, -3.84619], [-3.80335, -0.60405, -4.40917], [-2.79213, -0.02418, -3.65202], [-3.17973, 3.94832, 2.53615], [-4.27671, 5.62834, 1.08050], [-4.34512, 5.30479, -1.36291], [-3.29003, 3.32990, -2.39670], [0.90598, 1.65460, -0.55216], [2.72857, 2.87287, -1.65168], [2.42653, 3.73606, -3.94621], [0.26109, 3.44447, -5.10111], [-1.59597, 2.30691, -3.98268], [-4.48199, 0.37166, -0.72832], [-6.26657, -0.67070, -2.07974], [-5.84027, -1.27508, -4.44369], [-3.61227, -0.87739, -5.44054], [-1.81724, 0.13165, -4.09636], [-5.45194, -6.75449, 1.13846], [-4.75238, -5.66470, 2.34185], [-4.00484, -4.82629, 1.67875], [-3.23805, -3.75958, 2.32001], [-3.26929, -3.49589, 3.68810], [-2.54453, -2.43159, 4.17022], [-1.77521, -1.68655, 3.29440], [-1.69278, -1.96325, 1.99286], [-2.45845, -2.95303, 1.50725], [-2.45713, -3.08843, 0.06350], [-1.72047, -2.17333, -0.59503], [-1.64491, -2.27595, -1.92003], [-2.31446, -3.25578, -2.63661], [-3.09167, -4.16620, -1.96776], [-3.16572, -4.08670, -0.57600], [-3.95809, -4.99630, 0.25065], [-4.66644, -5.97449, -0.24081], [-3.87742, -4.11424, 4.33894], [-2.56565, -2.16458, 5.21792], [-1.21921, -0.83674, 3.63892], [-1.01938, -1.56047, -2.42091], [-2.21048, -3.28452, -3.71266], [-3.63486, -4.94679, -2.48885], [2.78854, 0.18440, 1.62384], [1.18975, -0.68555, 2.25379], [1.77559, -2.49420, 2.59380], [1.04992, 0.07354, 4.07222], [2.34716, 0.00814, 4.81525], [3.21329, 1.09859, 4.81222], [4.39594, 1.05942, 5.53486], [4.72557, -0.07313, 6.26963], [3.86313, -1.16216, 6.28520], [2.67859, -1.11827, 5.56497], [3.56525, -0.02237, 2.35204], [2.61841, 1.25871, 1.57254], [3.06911, -0.19677, 0.64937], [2.66464, -2.45153, 3.21441], [2.00859, -2.97784, 1.65149], [0.99526, -3.05118, 3.10907], [0.28218, -0.47165, 4.61191], [0.71611, 1.09983, 3.94151], [2.95330, 1.99188, 4.25208], [5.05537, 1.91911, 5.53607], [5.64692, -0.10237, 6.83863], [4.10657, -2.04090, 6.87070], [1.99445, -1.96083, 5.60529], [2.82239, 1.11705, -5.50476], [2.66435, 0.43609, -4.02927], [1.30446, -0.55579, -3.56787], [1.89198, -0.66427, -1.93734], [3.01371, -0.07575, -1.75505], [3.46068, 0.51978, -2.90511], [4.71658, 1.22291, -2.80855], [4.93851, 2.02200, -1.69704], [6.13782, 2.70857, -1.58108], [7.10553, 2.58720, -2.56953], [6.87746, 1.76361, -3.66369], [5.68083, 1.07314, -3.78878], [1.12014, -1.64571, -0.70538], [4.18229, 2.08998, -0.92249], [6.31497, 3.34165, -0.72011], [8.03975, 3.12867, -2.48351], [7.63781, 1.65071, -4.42640], [5.50601, 0.42283, -4.63547]], "atomic_forces_ev_per_a": [[-0.7, 0.9, 0.5], [0.3, -0.3, -0.1], [-0.2, -0.2, -0.2], [0.4, -0.6, -0.2], [0.0, 0.0, -0.1], [0.0, 0.0, 0.1], [0.0, 0.0, 0.0], [0.0, 0.0, 0.0], [0.0, 0.1, 0.0], [-0.1, -0.2, 0.1], [0.4, 0.8, -0.9], [0.0, 0.0, 0.1], [-0.2, 0.2, -0.3], [-0.2, 0.3, 0.1], [-0.1, 0.2, 0.1], [-0.1, 0.0, 0.0], [0.0, 0.1, 0.0], [0.0, -0.1, 0.0], [0.0, 0.0, -0.1], [0.0, 0.0, 0.0], [0.0, 0.0, 0.0], [0.1, 0.0, 0.0], [-0.1, 0.0, 0.0], [0.0, 0.0, 0.0], [0.0, 0.0, 0.0], [0.0, 0.0, 0.0], [0.0, 0.0, 0.1], [0.0, -0.1, 0.3], [-0.4, 0.1, -0.2], [0.0, 0.0, 0.0], [0.0, 0.0, 0.0], [0.0, 0.0, 0.0], [0.0, 0.0, 0.0], [0.1, 0.0, 0.0], [0.0, 0.0, 0.0], [0.0, 0.0, 0.1], [0.0, 0.0, 0.0], [-0.4, -0.5, 0.0], [0.0, 0.0, -0.1], [0.3, 0.3, 0.0], [-0.2, -0.3, 0.0], [-0.2, -0.2, 0.0], [0.1, 0.1, 0.2], [0.0, -0.1, 0.1], [0.2, 0.1, 0.1], [0.0, -0.1, -0.4], [0.0, 0.0, 0.4], [-0.1, 0.0, 0.0], [0.0, -0.1, -0.1], [0.1, 0.1, -0.2], [-0.2, -0.2, 0.1], [-0.2, -0.3, 0.1], [0.3, 0.3, 0.0], [0.0, 0.0, 0.1], [0.0, 0.0, -0.1], [0.0, 0.0, 0.0], [0.0, 0.1, 0.0], [0.1, 0.0, -0.1], [0.0, 0.0, 0.0], [0.0, 0.0, 0.0], [-0.1, 0.2, 0.0], [0.8, -0.3, 0.3], [-0.1, 0.0, 0.0], [-0.2, 0.0, -0.2], [0.1, 0.1, 0.1], [0.0, 0.0, 0.0], [0.0, 0.0, 0.0], [0.0, 0.0, 0.0], [0.0, 0.0, 0.0], [0.0, 0.0, 0.0], [0.1, 0.0, 0.1], [0.0, 0.0, 0.0], [0.0, 0.0, -0.1], [0.1, 0.0, 0.1], [0.0, 0.0, -0.1], [0.0, 0.0, 0.0], [0.0, 0.0, 0.1], [-0.1, 0.1, 0.0], [0.0, 0.0, 0.0], [0.0, -0.1, 0.0], [-0.1, 0.0, 0.0], [0.0, 0.1, 0.0], [0.0, 0.0, 0.0], [0.2, -0.2, -0.1], [0.3, -0.1, 0.4], [-0.1, -0.3, -0.1], [-0.1, 0.1, -0.2], [0.3, 0.1, -0.3], [0.1, -0.1, 0.0], [-0.3, -0.1, 0.0], [0.1, 0.0, 0.1], [0.0, 0.0, 0.0], [0.0, 0.0, 0.0], [0.0, 0.0, 0.0], [0.0, -0.1, -0.1], [-0.3, 0.2, 0.2], [0.3, -0.1, 0.0], [0.0, 0.0, 0.0], [-0.1, 0.0, 0.0], [0.0, 0.0, 0.0], [0.0, 0.1, 0.0]], "mulliken_charge": [2.151, -0.732, 0.559, -0.610, 0.757, -1.029, -0.571, -0.871, -0.511, 0.060, 1.438, 1.138, -0.732, -0.817, -0.865, -1.225, -0.306, 0.603, -0.984, -0.789, -0.659, -0.945, -0.373, 0.573, 0.457, 0.470, 0.418, 0.209, 0.790, 0.459, 0.456, 0.509, 0.433, 0.504, 0.449, 0.510, 0.323, 0.349, -0.827, 0.798, 0.438, -0.644, -1.305, -0.143, 0.179, -0.179, -0.538, 0.661, -0.059, -1.325, -0.867, 0.874, 0.658, -0.829, 0.587, 0.552, 0.481, 0.313, 0.632, 0.611, -1.402, 0.372, -1.225, -1.028, -0.001, -0.208, -0.740, -0.499, -0.786, -0.270, 0.705, 0.367, 0.427, 0.570, 0.481, 0.304, 0.738, 0.651, 0.393, 0.414, 0.410, 0.403, 0.397, -0.139, 0.073, -0.136, 0.264, -0.497, 0.558, 0.425, 0.613, -1.007, -0.484, -0.726, -0.476, -0.354, 0.068, 0.399, 0.405, 0.403, 0.472], "total_charge": 2, "e_homo_ev": [-12.0, -12.0], "lumo_ev": [-6.3, -7.0], "orbital_gap_ev": [5.773, 5.066], "relative_energy_kj_mol": 10.89, "multiplicity": 3}